No. 1
C36H24HgN4O6PS | wB97M-V/def2-TZVPD

XYZ file:
```
73
Properties=species:S:1:pos:R:3:mulliken_spin:R:1
O 0.93900 4.03183 2.06804 0.00
H -2.03058 3.69509 -2.60959 0.00
C -1.97489 3.17628 0.00358 0.00
H -4.00178 -1.13449 4.59306 0.00
C -1.97935 1.55855 -2.37742 -0.01
P -1.74868 1.42877 -0.55472 0.01
C -3.17040 3.81578 -0.35266 0.00
H -6.62969 -0.74291 1.53439 0.00
H -5.83850 -1.45504 -0.70840 0.00
N -0.53850 -2.23693 -0.83900 0.01
H -3.90215 3.26985 -0.93747 0.00
C -1.32759 0.96974 4.84376 -0.03
C -2.51715 -3.41854 -0.43266 0.45
C 0.26420 3.27312 1.36402 0.00
H -0.60257 5.67569 1.79091 0.00
C -4.98468 0.61139 1.82933 0.00
H 0.09379 -2.91005 -2.70496 -0.01
C -0.60981 0.62303 3.70237 0.06
C -0.62783 -2.95208 -1.90009 -0.03
H 1.77011 1.78595 -4.36821 0.00
N -2.61715 -1.90415 2.20413 0.05
H -2.00413 3.63931 -5.05930 0.00
C -2.01687 2.73949 -3.11605 0.00
O 2.92959 -1.44028 0.54547 0.00
Hg 0.93524 -0.30532 0.42959 0.00
C 3.22355 0.28689 -3.91961 0.00
H -3.06074 0.64395 6.06724 0.01
C -2.35348 -0.99012 3.21916 0.03
C -2.51113 5.80587 0.79578 0.00
H -5.29849 0.91836 2.81949 0.00
N -0.67782 -0.88914 1.70039 0.11
C -1.99689 2.70826 -4.50541 0.00
C -2.52802 0.34652 5.17220 0.05
C -5.28134 -0.71840 -0.14143 0.01
C 1.57091 1.03447 -2.36078 0.00
H 4.54820 -1.19741 -3.11276 0.00
C -3.38103 0.77205 0.01813 -0.04
H -1.75968 -0.57263 -2.52010 0.03
H -0.94464 1.75613 5.48241 0.00
C 3.07727 -0.58911 -1.68543 0.00
C -4.12407 -0.17686 -0.68326 -0.01
H 0.29722 1.14181 3.41959 0.00
H -3.38691 -3.82038 0.05684 0.01
H -3.80289 -0.50381 -1.66315 0.02
H -1.90545 1.48118 -6.26434 0.00
C -1.88641 0.34933 -3.07572 -0.01
C 3.57961 -1.49929 -0.54829 0.00
C -3.44267 5.11483 0.02816 0.00
C -1.34081 5.17951 1.17557 0.00
C 3.86046 0.32574 -5.33636 0.00
H -3.25220 1.85969 1.87168 0.00
S -2.01397 -3.99151 -1.98719 0.11
C -1.88838 0.31596 -4.46019 -0.01
H -2.70762 6.82585 1.10635 0.00
H -4.37500 5.58278 -0.26593 0.00
C -1.94308 1.50026 -5.18258 0.00
O 0.49724 2.07122 1.07712 0.00
C -1.13176 -0.37523 2.88924 -0.05
O 4.57707 -2.17527 -0.77904 0.00
C -1.60913 -1.77537 1.25289 0.18
H -3.54907 -2.17698 1.94015 0.00
C -5.72188 -0.32399 1.11578 0.01
C -3.06039 -0.65339 4.35491 0.00
C 3.69901 -0.55826 -2.92354 0.00
C 2.14413 1.10916 -3.61236 0.00
N 2.01833 0.18862 -1.42806 0.00
C -3.82416 1.14560 1.29049 0.01
H 0.73150 1.65519 -2.07554 0.00
C -1.58826 -2.47156 0.04326 0.06
O 4.81161 -0.45716 -5.51003 0.00
C -1.05155 3.86424 0.79924 0.00
O 3.32369 1.12955 -6.12572 0.00
H -1.80161 -0.63355 -4.97375 0.00
```

Kohn-Sham gap (alpha / beta) (eV): 4.49 / 7.14
HOMO (alpha / beta) (eV): -0.7 / -3.4
Charge: -2
Relative energy (zero: lowest compared OMol25 entry of this formula, charge and spin) (eV): 0.216
Largest force on an atom (eV Å⁻¹): 0.2
Spin multiplicity: 2

No. 2
C36H24NO9 | wB97M-V/def2-TZVPD

XYZ file:
```
70
Properties=species:S:1:pos:R:3:mulliken_charge:R:1
C -3.64347 -3.04676 1.28307 0.46
C -2.19693 2.41796 -4.00074 -0.41
C -6.38312 -3.76847 -1.18982 -0.60
C 5.51906 5.61822 2.12125 -0.52
C 4.71654 3.67740 0.79757 0.57
H 5.77010 -1.12943 -1.29729 0.40
C -2.98840 -3.73963 2.42257 0.23
C 0.89536 1.26286 -3.47326 0.50
C 6.94160 3.67652 1.95793 0.12
C 6.46474 6.23733 2.92058 -0.49
C 4.34746 0.47206 -1.12579 -0.35
C 6.49159 0.44092 -0.03403 -0.59
H 0.20523 3.24126 -3.85798 0.46
O 8.26255 1.74143 1.69967 -0.65
C 0.09038 2.49880 -3.07716 -0.90
C -4.39201 -5.78065 2.00304 0.51
C -3.51107 2.05675 -3.92072 -0.76
N -1.34167 2.13921 -2.97605 0.04
H 0.07821 -0.20763 -4.39318 0.37
H -3.06673 -6.65302 4.15275 0.49
H 8.79469 3.77893 3.02334 0.48
C -2.00295 -3.07911 3.14679 -0.47
O -4.67966 -6.92381 2.27979 -0.64
H -1.70835 -2.07923 2.86154 0.44
H -6.30948 -6.75143 0.41491 0.49
C -5.06411 -5.07378 0.87553 0.50
H 4.60090 6.12798 1.86495 0.46
C -1.79516 -4.98344 4.59983 -0.49
H 3.61681 0.00087 -1.76008 0.49
H -5.12974 -2.09188 -0.73189 0.71
H -4.14968 2.27977 -4.75821 0.37
O -6.00843 1.14228 -1.65622 -0.40
H 6.28633 7.23885 3.28854 0.40
C -3.36193 -5.03753 2.78160 0.24
H -7.48615 -5.59533 -1.42470 0.40
H 7.43220 -0.04776 0.17904 0.49
C -6.71183 -5.08170 -0.87101 -0.47
H -1.76928 2.92611 -4.84515 0.40
H -6.90611 -3.25843 -1.98809 0.43
C 7.87970 4.29699 2.77216 -0.57
H -1.25477 0.78857 -0.20594 0.35
C -6.05427 -5.73256 0.15911 -0.68
O -5.92966 0.32850 -3.73215 -0.42
C -2.76595 -5.65288 3.87368 -0.58
C 7.64113 5.57368 3.25230 -0.48
C 5.55740 -0.16303 -0.85978 -0.64
H -0.64413 -3.18221 4.79640 0.41
H 8.37486 6.05672 3.88358 0.40
H -1.33682 -5.46235 5.45451 0.40
C -1.40807 -3.69960 4.23166 -0.53
H 3.14403 2.20902 -0.77990 0.64
C 5.74999 4.33517 1.64094 0.14
C 5.01716 2.32802 0.24329 0.15
C -5.41254 0.96567 -2.65865 0.07
C 6.22376 1.68585 0.52350 0.30
C -3.10155 1.11882 -1.75054 -0.81
O 0.41733 0.67293 -4.60308 -0.48
O -3.31221 -1.91755 0.96216 -0.74
C -5.38766 -3.11274 -0.48670 -0.67
C -1.76164 1.50628 -1.87026 0.97
H -3.40636 0.59178 -0.85777 0.34
C -4.71961 -3.76153 0.54520 0.18
C 7.23332 2.31719 1.42094 0.61
C 4.08107 1.71150 -0.57435 -0.64
C -3.96742 1.39369 -2.77210 1.32
O 1.82830 0.88311 -2.85951 -0.40
O -0.84813 1.25688 -0.95119 -0.44
O 3.65570 4.22332 0.56092 -0.69
H -5.85251 0.89572 -4.51055 0.32
H 0.45207 2.89853 -2.14078 0.46
```

Kohn-Sham gap (eV): 6.51
HOMO (eV): -11.3
Charge: +1
Largest force on an atom (eV Å⁻¹): 0.9

No. 3
C36H25F12N7O2Pb | wB97M-V/def2-TZVPD

XYZ file:
```
83
Properties=species:S:1:pos:R:3:mulliken_charge:R:1
C -3.01470 4.27530 1.74220 -1.28
C -1.28620 -3.26660 -4.16110 -0.34
F -0.64450 4.45760 -3.09270 -0.31
C 5.00710 -0.90390 3.16560 -0.42
C 6.04350 -0.92110 4.07790 -0.47
F -2.98710 -3.43660 2.56820 -0.28
H -3.68300 4.68390 2.49220 0.35
H 4.42930 0.92320 -0.75260 0.22
C 1.84210 -1.60400 -2.95950 -0.17
H 1.54580 -0.75420 6.49730 0.26
N 4.09500 -0.18420 -2.94770 -0.73
H 3.85260 -0.85810 -6.01820 0.26
N 4.37580 -0.68960 -5.17540 -0.44
C 4.96610 0.80350 5.34400 -0.59
H -0.07600 -0.67900 7.18710 0.44
F -1.12370 -3.24050 3.58040 -0.26
H -2.93800 -3.81240 -2.89000 0.42
F -2.19710 3.00100 -2.83900 -0.28
C -0.02750 -2.69310 -4.19250 -0.56
C 1.96870 -0.10120 1.56570 -1.75
C -1.50250 2.46750 1.04440 -0.06
H 3.09640 1.50260 4.57470 0.37
N -0.07950 -2.44700 -1.82400 -0.13
H -4.42530 6.17350 -0.18230 0.28
F 0.78880 4.96100 -0.96610 -0.31
C -0.31120 2.73390 -1.28360 1.98
H 3.13160 0.11470 0.10060 -0.32
C -3.43800 6.28800 0.27350 -1.61
N -0.96480 1.27970 1.37640 -0.09
C 0.97050 3.61820 -1.06900 0.33
C -1.95730 4.36560 -0.38150 -0.68
C 0.40810 1.55550 4.75400 -1.37
H -1.76140 -2.97760 -0.82070 0.50
C 0.67120 -0.11380 6.63210 -1.80
C -1.29710 -2.95040 -1.79830 -0.19
N 2.26430 -1.14660 -1.80040 -0.30
C 3.92540 0.82570 4.43760 -0.15
C 3.61550 -0.76060 -4.03550 0.41
H 0.25490 2.81280 3.03160 0.56
F 1.62620 3.27840 0.04640 -0.20
H 0.97520 0.74860 7.22420 0.40
C -2.80030 4.95370 0.54740 0.30
F -0.31790 2.44400 -3.68090 -0.25
F -3.78370 -0.03080 3.74300 -0.33
C 0.12660 0.30920 5.29670 0.88
C 2.85910 -0.03590 2.39650 0.71
N 2.48080 -1.45130 -4.12380 -0.66
N 3.78220 0.15720 -0.69620 -0.12
C -0.01430 1.86900 3.48530 0.22
F -3.63500 0.38840 1.64150 -0.20
C -0.87080 3.17070 -2.70060 0.35
H 5.02980 0.07540 -5.19950 0.27
C 6.03400 -0.06440 5.16820 -0.37
C -0.74530 0.96390 2.69440 -0.29
C -2.25880 -2.57780 3.30240 0.23
C 3.92540 -0.02870 3.33000 0.17
F 1.86380 3.48070 -2.07410 -0.32
H -2.82070 6.87130 -0.40850 0.39
O -1.66940 -1.60370 1.29730 -1.06
C -0.66000 -0.56600 4.55900 -0.28
C 0.54390 -2.29110 -2.98520 0.82
C -1.30720 3.15150 -0.18740 -0.73
C -3.46610 -0.57780 2.53780 0.48
H -1.75690 -3.60300 -5.07540 0.39
C -1.11460 -0.26950 3.28360 -1.09
H -1.78790 4.92100 -1.29080 0.41
H -3.55980 6.85000 1.19980 0.37
C 3.36100 -0.37960 -1.83910 0.57
F -2.92680 -2.49900 4.48750 -0.30
H 0.51570 -2.53900 -5.11240 0.44
H -0.92150 -1.49940 5.03240 0.42
C -2.02730 -1.23930 2.51850 2.34
C -2.38730 3.08180 1.97130 0.24
H 6.85660 -0.06850 5.87270 0.36
H 6.86730 -1.61250 3.94510 0.35
H 4.94980 1.46510 6.20160 0.37
O 0.10510 1.48560 -1.43100 -0.86
H 0.96630 2.28340 5.33330 0.26
H 5.02340 -1.56950 2.31410 0.47
C -1.94630 -3.38900 -2.94500 -0.79
H -2.56250 2.56040 2.90170 0.44
F -4.47660 -1.45080 2.30340 -0.33
Pb 0.12990 -0.35160 0.10530 2.01
```

Kohn-Sham gap (eV): 5.60
HOMO (eV): -1.2
Charge: -2
Relative energy (zero: lowest compared OMol25 entry of this formula, charge and spin) (eV): 0.205
Largest force on an atom (eV Å⁻¹): 1.3